63
Properties=species:S:1:pos:R:3:forces:R:3 method="wB97M-V/def2-TZVPD" max_force_ev_per_a=5.2 charge=+1 spin_multiplicity=5 s2=6.03 homo_ha="-0.3943 / -0.4065"
Pt 1.052 0.809 0.061 -1.5 1.3 -2.2
O 6.224 4.984 1.355 -0.2 0.0 -0.3
C 5.221 4.435 1.026 0.0 -0.4 0.2
S 4.979 3.590 -0.526 0.2 0.0 -0.6
C 3.398 2.923 -0.242 0.1 0.1 0.3
C 2.851 3.261 1.010 -0.8 -0.7 0.3
S 1.327 2.732 1.622 0.6 0.4 -0.7
S 3.828 4.188 2.102 -0.2 0.3 0.2
S 2.693 1.936 -1.445 -0.1 0.1 0.8
O 0.584 -0.976 2.260 1.9 0.4 0.1
C 1.774 -0.678 2.235 1.0 -0.2 0.4
O 2.402 0.064 1.368 -0.1 -0.8 0.4
C 2.831 -1.066 3.349 -1.1 -0.1 0.8
N 4.257 -0.573 3.081 -0.7 1.6 -0.5
C 5.243 -1.606 3.455 1.6 -0.1 0.4
C 4.505 -2.912 3.388 -0.5 -0.8 -1.0
C 3.023 -2.562 3.657 0.0 -0.2 1.7
H 2.460 -0.516 4.236 0.3 -0.4 -0.3
H 4.477 0.326 3.567 -0.5 -0.8 -0.5
H 4.263 -0.351 2.065 0.0 -0.1 0.4
H 5.573 -1.453 4.500 -0.1 0.4 -0.6
H 6.120 -1.501 2.759 -0.8 -0.3 0.8
H 4.901 -3.660 4.094 -0.2 0.4 -0.3
H 4.595 -3.319 2.371 0.0 -0.1 0.3
H 2.818 -2.719 4.740 0.1 0.1 -0.6
H 2.315 -3.213 3.162 0.0 0.1 -0.4
C -3.025 3.019 -1.660 1.1 -0.6 0.0
C -2.812 1.727 -2.469 0.4 -0.6 0.4
C -1.886 1.968 -3.668 -0.1 0.0 -0.6
C -4.184 1.278 -2.898 -0.6 0.1 -0.5
Si -1.891 0.417 -1.395 -3.4 -2.1 -1.4
O -0.622 1.261 -1.071 4.1 1.3 2.9
C -2.928 -0.107 0.095 0.5 0.5 -0.4
C -3.811 -1.170 -0.052 -0.2 0.1 1.2
C -4.655 -1.521 1.012 0.5 -0.1 -1.0
C -4.635 -0.790 2.168 -0.2 0.4 1.3
C -3.752 0.275 2.309 0.0 0.1 0.1
C -2.879 0.610 1.276 -0.3 0.0 1.0
C -1.405 -1.181 -2.277 0.7 0.7 1.5
C -2.038 -1.556 -3.438 -0.3 0.1 -0.7
C -1.472 -2.506 -4.273 -0.2 -0.3 0.3
C -0.308 -3.138 -3.867 0.1 -0.2 -0.7
C 0.291 -2.846 -2.658 -0.4 0.5 0.4
C -0.258 -1.877 -1.822 -0.3 -0.1 -1.0
H -3.304 3.765 -2.369 -0.4 0.8 -0.6
H -2.097 3.379 -1.206 -0.2 -0.1 0.2
H -3.827 2.927 -0.938 0.0 -0.1 0.3
H -2.299 2.781 -4.264 0.1 0.3 0.0
H -1.841 1.129 -4.374 -0.1 -0.1 0.3
H -0.847 2.190 -3.403 -0.3 0.2 0.1
H -4.671 2.165 -3.329 -0.2 -0.3 -0.1
H -4.811 0.931 -2.073 0.1 0.1 0.1
H -4.186 0.501 -3.662 0.0 0.0 0.0
H -3.790 -1.788 -0.913 0.0 -0.4 -0.8
H -5.266 -2.394 0.908 -0.4 -0.3 0.0
H -5.251 -1.046 3.052 0.3 0.0 -0.8
H -3.774 0.810 3.255 0.3 0.1 -0.2
H -2.129 1.373 1.448 -0.1 0.2 -0.2
H -2.975 -1.065 -3.712 0.4 -0.2 -0.1
H -1.953 -2.772 -5.202 0.0 0.0 -0.1
H 0.153 -3.862 -4.530 0.0 0.0 0.1
H 1.197 -3.343 -2.392 0.5 -0.4 0.3
H 0.227 -1.688 -0.859 -0.2 0.2 -0.2

---

23
Properties=species:S:1:pos:R:3:forces:R:3 method="wB97M-V/def2-TZVPD" max_force_ev_per_a=8.8 charge=+2 homo_ha=-0.6392
C -1.437 -0.759 0.394 5.7 2.6 -6.2
C -0.163 -0.520 -0.311 -7.1 -1.1 1.8
C -3.193 1.063 0.206 2.1 1.7 2.0
C 2.115 -1.435 -0.643 1.0 0.1 0.5
C 1.651 1.068 0.569 -4.2 0.3 -1.3
N 2.844 1.015 0.195 5.1 1.5 -2.8
N -2.686 -0.270 -0.204 0.6 -1.2 -1.3
N 1.091 -0.765 0.172 -0.8 -0.1 -1.1
H -1.363 -1.064 1.331 -0.7 -1.6 4.1
H -0.338 0.002 -1.235 0.8 -0.1 -0.7
H -3.140 1.238 1.339 -0.8 -0.8 -1.7
H -2.605 1.911 -0.199 0.3 -0.9 0.0
H -4.077 1.124 -0.324 -2.5 0.4 -0.1
H 2.359 -0.993 -1.609 -0.6 0.3 0.1
H 3.030 -1.386 -0.048 0.0 -0.1 -0.1
H 1.908 -2.477 -0.769 -0.4 -0.6 -0.2
H 1.307 1.197 1.590 0.5 -0.2 0.2
H 0.866 1.336 -0.196 1.4 0.6 1.1
H 3.641 0.953 0.810 -0.1 0.0 0.4
H 3.151 1.108 -0.831 -0.9 0.0 2.2
H -2.525 -0.217 -1.263 -0.5 -0.4 1.7
H -3.457 -0.979 -0.039 1.0 0.8 -0.3
H 1.019 -1.151 1.065 0.2 -1.2 1.7

---

14
Properties=species:S:1:pos:R:3:forces:R:3 method="wB97M-V/def2-TZVPD" max_force_ev_per_a=0.3 smiles="C=C[C@@]1(O)CO1.[H][H]" homo_ha=-0.3620
C -1.290 -0.711 -1.376 0.0 0.1 0.1
C -0.841 0.258 -0.588 -0.2 -0.1 -0.1
C -0.092 -0.003 0.671 0.0 0.1 -0.2
O 0.451 -1.269 0.705 0.0 0.0 0.3
C 0.470 1.084 1.479 0.2 0.2 0.0
O -0.752 0.432 1.844 -0.2 -0.1 0.2
H -1.086 -1.753 -1.145 0.0 0.1 -0.1
H -1.872 -0.492 -2.266 0.1 0.0 0.1
H -1.041 1.306 -0.804 0.0 -0.2 0.1
H 0.778 -1.426 1.601 -0.1 0.0 -0.1
H 1.310 0.867 2.139 -0.1 0.0 -0.1
H 0.376 2.127 1.176 0.0 -0.2 0.0
H 1.449 -0.327 -1.782 0.1 0.0 0.0
H 2.142 -0.093 -1.654 0.0 0.0 -0.1

---

15
Properties=species:S:1:pos:R:3:forces:R:3 method="wB97M-V/def2-TZVPD" max_force_ev_per_a=1.3 smiles="O=C(O)CCO.O" homo_ha=-0.3837
O 0.342 1.050 -0.500 0.0 0.5 -0.2
C 0.225 0.083 -1.201 0.7 -0.1 0.5
O -0.052 0.144 -2.505 -0.1 0.3 -0.4
C 0.411 -1.312 -0.682 -1.1 -0.7 -0.2
C 0.595 -1.364 0.815 0.4 -0.1 -0.1
O -0.600 -0.909 1.441 0.3 -0.1 0.3
H -0.102 1.091 -2.745 0.0 -0.4 0.1
H -0.534 -1.836 -0.911 0.3 0.0 0.0
H 1.193 -1.878 -1.199 0.0 0.4 0.0
H 0.780 -2.403 1.105 0.1 0.0 -0.1
H 1.474 -0.767 1.099 -0.3 0.0 0.1
H -0.519 -1.148 2.373 -0.2 0.1 -0.1
O -0.592 2.064 2.045 -0.1 0.1 0.3
H -0.138 2.484 1.309 0.0 -0.2 -0.1
H -0.672 1.135 1.791 0.1 0.1 -0.2

---

24
Properties=species:S:1:pos:R:3:forces:R:3 method="wB97M-V/def2-TZVPD" max_force_ev_per_a=3.1 smiles=Cc1ccc(O)cc1.CC homo_ha=-0.3113
C 2.266 0.359 -2.640 2.1 -0.6 1.1
C 1.643 -0.197 -1.366 0.8 2.5 -0.6
C 2.258 -0.044 -0.082 -2.1 -1.3 -1.9
C 1.533 -0.620 0.943 1.2 0.4 1.5
C 0.313 -1.233 0.752 -1.1 -1.1 0.5
O -0.246 -2.029 1.764 1.1 1.2 -0.3
C -0.379 -1.101 -0.432 1.0 0.4 -1.0
C 0.322 -0.533 -1.507 -0.9 -0.9 1.1
H 2.015 1.383 -2.882 -0.5 0.1 -0.2
H 2.153 -0.337 -3.464 -0.4 0.2 -0.3
H 3.360 0.377 -2.476 -0.3 0.1 -0.2
H 3.192 0.474 0.029 0.3 -0.1 0.1
H 1.935 -0.574 1.959 -0.2 -0.2 -0.2
H -1.170 -2.032 1.546 -0.8 -0.3 0.2
H -1.388 -1.447 -0.581 -0.1 -0.3 0.1
H -0.196 -0.369 -2.444 0.2 -0.2 -0.1
C -1.688 1.491 1.506 -0.1 1.9 0.9
C -2.726 0.445 1.166 0.6 -1.0 0.6
H -0.881 1.221 2.200 0.2 -0.5 -0.9
H -1.354 2.041 0.613 0.4 -0.6 0.3
H -2.119 2.317 2.102 -0.4 -0.3 -0.2
H -2.466 0.016 0.202 -0.8 0.4 -0.3
H -2.642 -0.451 1.809 -0.2 0.5 0.2
H -3.735 0.843 1.285 0.0 -0.3 -0.5

---

18
Properties=species:S:1:pos:R:3:forces:R:3 method="wB97M-V/def2-TZVPD" max_force_ev_per_a=5.8 homo_ha="-0.3352 / -0.3351"
C -0.913 0.691 -1.650 -1.6 -0.7 0.7
C 0.913 2.157 -0.600 2.4 3.6 0.2
C -0.124 -1.734 -0.476 -1.4 -0.5 -0.9
C -0.788 -0.962 0.704 -2.4 -1.3 -0.8
C -0.522 -0.291 -0.576 3.3 0.0 0.6
C 0.015 -0.785 1.929 -2.3 -1.6 -0.6
N 1.382 1.104 -0.109 -4.1 -4.0 -0.7
O -0.554 0.551 -2.788 0.2 -0.4 -0.9
O -0.140 2.423 -1.171 -1.8 -0.8 0.0
H -1.900 1.030 -1.293 -0.2 0.7 -0.5
H 1.569 3.052 -0.493 0.1 -0.1 -0.1
H 0.943 -2.010 -0.487 -0.5 0.5 0.5
H -0.703 -2.557 -1.039 0.6 1.8 0.7
H -1.949 -1.190 1.001 2.8 0.5 -1.3
H 0.467 -1.671 2.199 1.0 -2.2 0.4
H -0.650 -0.598 2.687 -1.3 1.0 2.1
H 0.727 -0.104 1.862 3.0 3.4 -0.4
H 2.227 0.895 0.297 2.2 0.2 0.8

---

80
Properties=species:S:1:pos:R:3:forces:R:3 method="wB97M-V/def2-TZVPD" max_force_ev_per_a=3.2 smiles="CN(C)c1ccc(C(=C[C@H](c2ccc(N(C)C)cc2)[C@H](c2cccc([N+](=O)[O-])c2)[N+](=O)[O-])c2ccc(N(C)C)cc2)cc1" homo_ha=-0.2554
C 7.672 2.052 1.228 0.0 0.0 -0.2
N 6.739 2.905 0.524 0.5 0.2 0.3
C 7.284 4.173 0.088 0.0 0.0 0.2
C 5.478 2.497 0.206 -0.7 -0.4 -0.3
C 4.479 3.431 -0.186 0.0 -0.6 0.1
C 3.193 3.000 -0.480 0.3 -0.4 0.3
C 2.846 1.626 -0.478 0.8 0.1 -0.4
C 1.466 1.197 -0.793 -1.2 0.9 -0.9
C 0.594 2.115 -1.340 1.3 -1.0 0.6
C -0.896 2.050 -1.328 -0.5 -0.7 -0.7
C -1.575 2.765 -2.499 0.2 -0.2 0.0
C -2.893 2.419 -2.831 0.1 0.0 -0.6
C -3.626 3.141 -3.753 0.4 0.5 -0.1
C -3.030 4.254 -4.405 0.3 -0.3 0.6
N -3.784 5.127 -5.125 -0.3 0.3 -0.5
C -3.190 6.197 -5.898 0.0 -0.1 0.1
C -5.230 5.083 -5.113 0.0 -0.2 -0.2
C -1.639 4.462 -4.236 -0.3 -0.2 0.2
C -0.941 3.748 -3.265 -0.5 -0.1 0.0
C -1.415 2.599 -0.002 -1.0 0.8 0.7
C -0.970 1.865 1.256 -0.1 0.0 0.3
C 0.085 2.377 2.028 -0.1 -0.3 -0.1
C 0.573 1.676 3.138 -0.3 0.3 0.0
C 0.037 0.443 3.486 -0.3 -0.5 -0.6
C -0.970 -0.101 2.672 0.5 1.8 -0.7
N -1.236 -1.507 2.744 -1.1 -3.0 0.2
O -2.203 -1.974 2.082 2.1 1.1 1.5
O -0.463 -2.229 3.424 -1.7 1.6 -1.3
C -1.541 0.650 1.615 0.3 -1.1 0.4
N -3.000 2.577 -0.055 -0.9 0.5 0.3
O -3.588 3.656 0.136 1.2 -2.3 -0.4
O -3.567 1.492 -0.292 1.0 2.1 0.8
C 1.031 -0.191 -0.492 0.2 -0.1 0.4
C 0.062 -0.843 -1.284 0.0 0.1 0.3
C -0.504 -2.040 -0.887 0.3 -0.1 0.1
C 0.075 -2.771 0.174 0.3 0.3 0.1
N -0.355 -4.029 0.491 -0.1 -0.6 -0.1
C 0.543 -5.006 1.072 -0.1 0.3 0.2
C -1.723 -4.463 0.316 0.1 -0.1 -0.1
C 1.154 -2.197 0.889 -0.3 -0.1 -0.4
C 1.546 -0.898 0.611 -0.1 -0.1 -0.1
C 3.880 0.703 -0.193 -0.3 0.5 0.1
C 5.132 1.119 0.237 0.0 0.5 -0.2
H 7.149 1.364 1.900 0.1 0.2 -0.1
H 8.289 1.461 0.534 0.0 0.0 0.1
H 8.342 2.685 1.821 -0.1 -0.2 0.0
H 6.623 4.666 -0.626 0.2 -0.1 0.1
H 7.439 4.838 0.948 0.0 0.1 -0.1
H 8.259 4.009 -0.388 -0.1 0.1 0.0
H 4.703 4.494 -0.217 -0.1 -0.3 0.1
H 2.444 3.764 -0.693 0.2 -0.3 0.1
H 1.023 3.020 -1.758 -0.1 -0.1 0.4
H -1.221 1.008 -1.332 -0.1 0.2 0.0
H -3.373 1.553 -2.389 0.2 0.2 0.0
H -4.663 2.867 -3.940 0.3 0.1 0.0
H -2.355 5.833 -6.514 -0.3 0.1 0.1
H -3.979 6.591 -6.547 0.4 0.0 0.0
H -2.819 7.010 -5.253 0.0 -0.1 -0.1
H -5.614 4.697 -4.159 0.1 0.2 -0.3
H -5.593 6.105 -5.268 -0.1 -0.3 0.1
H -5.612 4.451 -5.931 -0.1 0.1 0.2
H -1.114 5.212 -4.825 -0.2 -0.1 0.2
H 0.109 3.974 -3.111 -0.2 0.0 -0.1
H -1.156 3.671 0.083 -0.4 -0.5 0.0
H 0.545 3.317 1.722 -0.1 -0.2 0.2
H 1.388 2.098 3.724 -0.2 -0.1 -0.1
H 0.400 -0.164 4.314 0.1 0.3 -0.2
H -2.376 0.224 1.052 0.5 0.1 0.2
H -0.266 -0.393 -2.225 0.1 -0.1 0.4
H -1.365 -2.453 -1.411 0.4 0.1 -0.1
H 1.580 -4.757 0.822 -0.2 -0.1 0.1
H 0.435 -5.046 2.166 0.1 -0.1 -0.1
H 0.312 -5.996 0.657 0.0 0.2 0.1
H -2.320 -3.659 -0.123 0.0 -0.3 0.2
H -1.749 -5.345 -0.342 -0.2 0.2 0.1
H -2.161 -4.742 1.288 0.0 0.1 -0.2
H 1.636 -2.770 1.680 -0.3 0.3 -0.1
H 2.278 -0.441 1.279 -0.3 0.0 -0.3
H 3.699 -0.367 -0.299 0.0 0.4 0.1
H 5.858 0.374 0.565 -0.2 0.2 -0.3

---

Copy entry 1 word for word.
63
Properties=species:S:1:pos:R:3:forces:R:3 method="wB97M-V/def2-TZVPD" max_force_ev_per_a=5.2 charge=+1 spin_multiplicity=5 s2=6.03 homo_ha="-0.3943 / -0.4065"
Pt 1.052 0.809 0.061 -1.5 1.3 -2.2
O 6.224 4.984 1.355 -0.2 0.0 -0.3
C 5.221 4.435 1.026 0.0 -0.4 0.2
S 4.979 3.590 -0.526 0.2 0.0 -0.6
C 3.398 2.923 -0.242 0.1 0.1 0.3
C 2.851 3.261 1.010 -0.8 -0.7 0.3
S 1.327 2.732 1.622 0.6 0.4 -0.7
S 3.828 4.188 2.102 -0.2 0.3 0.2
S 2.693 1.936 -1.445 -0.1 0.1 0.8
O 0.584 -0.976 2.260 1.9 0.4 0.1
C 1.774 -0.678 2.235 1.0 -0.2 0.4
O 2.402 0.064 1.368 -0.1 -0.8 0.4
C 2.831 -1.066 3.349 -1.1 -0.1 0.8
N 4.257 -0.573 3.081 -0.7 1.6 -0.5
C 5.243 -1.606 3.455 1.6 -0.1 0.4
C 4.505 -2.912 3.388 -0.5 -0.8 -1.0
C 3.023 -2.562 3.657 0.0 -0.2 1.7
H 2.460 -0.516 4.236 0.3 -0.4 -0.3
H 4.477 0.326 3.567 -0.5 -0.8 -0.5
H 4.263 -0.351 2.065 0.0 -0.1 0.4
H 5.573 -1.453 4.500 -0.1 0.4 -0.6
H 6.120 -1.501 2.759 -0.8 -0.3 0.8
H 4.901 -3.660 4.094 -0.2 0.4 -0.3
H 4.595 -3.319 2.371 0.0 -0.1 0.3
H 2.818 -2.719 4.740 0.1 0.1 -0.6
H 2.315 -3.213 3.162 0.0 0.1 -0.4
C -3.025 3.019 -1.660 1.1 -0.6 0.0
C -2.812 1.727 -2.469 0.4 -0.6 0.4
C -1.886 1.968 -3.668 -0.1 0.0 -0.6
C -4.184 1.278 -2.898 -0.6 0.1 -0.5
Si -1.891 0.417 -1.395 -3.4 -2.1 -1.4
O -0.622 1.261 -1.071 4.1 1.3 2.9
C -2.928 -0.107 0.095 0.5 0.5 -0.4
C -3.811 -1.170 -0.052 -0.2 0.1 1.2
C -4.655 -1.521 1.012 0.5 -0.1 -1.0
C -4.635 -0.790 2.168 -0.2 0.4 1.3
C -3.752 0.275 2.309 0.0 0.1 0.1
C -2.879 0.610 1.276 -0.3 0.0 1.0
C -1.405 -1.181 -2.277 0.7 0.7 1.5
C -2.038 -1.556 -3.438 -0.3 0.1 -0.7
C -1.472 -2.506 -4.273 -0.2 -0.3 0.3
C -0.308 -3.138 -3.867 0.1 -0.2 -0.7
C 0.291 -2.846 -2.658 -0.4 0.5 0.4
C -0.258 -1.877 -1.822 -0.3 -0.1 -1.0
H -3.304 3.765 -2.369 -0.4 0.8 -0.6
H -2.097 3.379 -1.206 -0.2 -0.1 0.2
H -3.827 2.927 -0.938 0.0 -0.1 0.3
H -2.299 2.781 -4.264 0.1 0.3 0.0
H -1.841 1.129 -4.374 -0.1 -0.1 0.3
H -0.847 2.190 -3.403 -0.3 0.2 0.1
H -4.671 2.165 -3.329 -0.2 -0.3 -0.1
H -4.811 0.931 -2.073 0.1 0.1 0.1
H -4.186 0.501 -3.662 0.0 0.0 0.0
H -3.790 -1.788 -0.913 0.0 -0.4 -0.8
H -5.266 -2.394 0.908 -0.4 -0.3 0.0
H -5.251 -1.046 3.052 0.3 0.0 -0.8
H -3.774 0.810 3.255 0.3 0.1 -0.2
H -2.129 1.373 1.448 -0.1 0.2 -0.2
H -2.975 -1.065 -3.712 0.4 -0.2 -0.1
H -1.953 -2.772 -5.202 0.0 0.0 -0.1
H 0.153 -3.862 -4.530 0.0 0.0 0.1
H 1.197 -3.343 -2.392 0.5 -0.4 0.3
H 0.227 -1.688 -0.859 -0.2 0.2 -0.2